84
Properties=species:S:1:pos:R:3 method="wB97M-V/def2-TZVPD" mol_weight_g_mol=726.9 homo_lumo_gap_ev=1.097 e_homo_ev=-3.534 fmax_ha_per_bohr=0.1533 e_tot_ha=-5266.49300 e_above_lowest_kcal_mol=0.0 total_charge=-1
Ca 3.846 -0.923 -0.098
Cl 0.894 -2.490 -8.647
Cl 1.156 0.145 -9.819
Cl -1.729 3.772 4.508
Cl -1.355 -0.693 -8.641
Cl 0.916 -0.171 -6.933
S -7.575 2.093 -5.423
P 1.317 -0.311 2.860
F -3.342 3.185 -7.290
O -2.920 1.294 2.812
O 1.048 1.053 -2.127
O -8.895 2.441 -5.961
O -6.588 2.736 -6.312
O -7.405 0.639 -5.411
O 2.416 -5.001 8.085
O 1.951 -3.247 5.929
O -7.382 2.617 -4.068
N -2.821 2.592 0.993
N -2.993 0.928 -3.601
N 7.118 1.337 3.695
C 4.766 -1.198 3.457
C -0.098 0.554 3.597
C 3.461 -4.217 7.539
C -4.205 3.314 2.873
C -1.928 0.707 -4.543
C -2.562 0.823 -2.225
C 6.292 -0.960 3.548
C -4.264 0.294 -3.926
C -2.260 1.142 -5.964
C -3.281 2.316 2.256
C 0.392 -0.829 -8.502
C -2.041 -0.540 -1.735
C 4.239 -0.748 2.118
C 6.705 0.167 4.488
C -4.256 -1.228 -4.132
C 3.199 -3.922 6.080
C 2.756 -1.273 1.827
Li 0.011 1.526 -8.436
H 4.303 -0.663 4.273
H -5.148 2.822 3.116
H 0.009 1.628 3.489
H 0.671 -1.563 2.985
H -1.763 1.561 -2.073
H -2.849 -1.256 -1.600
H -1.601 -0.358 -4.549
H -4.178 -1.777 -3.193
H -5.196 -1.525 -4.600
H -2.580 2.196 -6.089
H -4.997 0.545 -3.159
H 4.605 -2.257 3.601
H 4.394 -4.767 7.664
H -1.558 -0.419 -0.762
H -1.056 1.298 -4.218
H 7.051 2.181 4.241
H 3.115 -4.850 5.516
H 2.491 -1.081 0.763
H -0.975 0.285 3.020
H 2.236 0.027 3.880
H 0.860 1.909 -1.725
H 7.584 -0.158 5.025
H 3.524 -3.275 8.103
H -3.373 1.139 -1.567
H 6.807 -1.882 3.764
H -3.025 0.510 -6.416
H -0.330 0.279 4.618
H 6.504 1.449 2.904
H 4.975 -1.213 1.364
H -3.673 3.703 3.810
H -1.301 -0.970 -2.412
H -2.190 1.940 0.569
H 6.646 -0.670 2.565
H 2.049 -2.361 6.292
H -3.444 -1.553 -4.789
H 4.346 0.347 2.027
H 4.006 -3.315 5.656
H -4.412 4.158 2.212
H -4.662 0.744 -4.836
H 0.492 1.038 -2.914
H 1.142 0.439 1.658
H 2.672 -2.348 1.939
H 5.905 0.459 5.158
H -3.078 3.418 0.488
H 1.597 -4.668 7.701
H -1.387 1.088 -6.602



14
Properties=species:S:1:pos:R:3 method="wB97M-V/def2-TZVPD" mol_weight_g_mol=101.1 homo_lumo_gap_ev="8.543 / 8.397" e_homo_ev="-9.445 / -9.473" fmax_ha_per_bohr=0.0594 e_tot_ha=-361.66204 e_above_lowest_kcal_mol=137.3
O 1.115 1.470 -0.675
O -0.002 1.845 0.749
N 1.106 0.121 1.749
C -1.530 0.211 -0.892
C 0.325 -1.445 -0.565
C 0.369 0.613 0.730
C -0.275 -0.304 -0.247
H -1.308 1.077 -1.524
H -1.976 -0.573 -1.508
H 1.304 -1.716 -0.175
H 1.554 0.761 2.390
H -0.124 -2.122 -1.278
H 1.479 -0.814 1.686
H -2.252 0.538 -0.138



20
Properties=species:S:1:pos:R:3 method="wB97M-V/def2-TZVPD" mol_weight_g_mol=88.2 homo_lumo_gap_ev=11.848 e_homo_ev=-15.412 fmax_ha_per_bohr=0.0193 e_tot_ha=-253.41425 e_above_lowest_kcal_mol=2.5 total_charge=+1 smiles=CCC[C@H](C)[NH3+]
N -1.962 -0.331 0.084
C -0.352 -2.225 0.014
C -0.495 -0.709 0.189
C 0.280 0.168 -0.783
C 1.898 1.603 0.570
C 0.591 1.566 -0.206
H 0.534 -2.484 -0.551
H 0.664 2.262 -1.043
H -0.232 0.250 -1.755
H 2.321 2.611 0.630
H -0.232 1.899 0.427
H -2.512 -0.585 0.907
H -2.066 0.680 -0.045
H -2.387 -0.793 -0.722
H -1.180 -2.622 -0.594
H -0.385 -2.746 0.967
H -0.200 -0.442 1.203
H 1.818 1.253 1.602
H 1.207 -0.353 -1.034
H 2.692 0.997 0.137



270
Properties=species:S:1:pos:R:3 method="wB97M-V/def2-TZVPD" mol_weight_g_mol=1452.2 homo_lumo_gap_ev=8.099 e_homo_ev=-7.843 fmax_ha_per_bohr=0.0954 e_tot_ha=-4634.89522 e_above_lowest_kcal_mol=262.6 smiles=CC1(C)CCCC(C)(C)N1O.CC1(C)CCCC(C)(C)N1O.CC1(C)CCCC(C)(C)N1O.CC1(C)CCCC(C)(C)N1O.CC1(C)CCCC(C)(C)N1O.COCCNCCOC.COCCNCCOC.COCCNCCOC.COCCNCCOC.COCCNCCOC
O 1.474 14.439 -11.321
O -0.035 19.273 -15.078
O 4.264 30.025 -13.053
O 11.686 26.592 -19.747
O -0.405 22.130 -11.036
O 1.580 24.794 -5.408
O 8.121 20.953 -23.808
O -7.539 16.652 -13.270
O -4.942 21.506 -18.856
O 8.073 24.025 -14.947
O 5.740 17.832 -15.397
O -3.060 15.807 -11.594
O 4.692 21.238 -19.091
O -4.970 20.923 -13.554
O -6.613 11.283 -9.766
N 1.668 20.633 -17.179
N 0.570 23.356 -7.575
N 8.228 19.739 -23.104
N -5.601 14.362 -9.439
N 2.795 14.902 -11.036
N 5.859 26.988 -14.732
N -7.771 20.257 -12.630
N -3.727 22.239 -19.082
N 10.372 26.310 -19.817
N 6.564 17.212 -16.356
C 1.992 25.092 -4.049
C 9.947 25.481 -18.648
C 5.104 31.072 -12.508
C 7.980 17.140 -15.961
C -3.690 20.380 -13.946
C -1.927 15.228 -12.336
C 3.835 21.496 -18.027
C 10.576 24.113 -18.784
C -6.689 13.754 -10.274
C 2.838 16.793 -12.770
C -1.208 23.270 -18.352
C 5.716 28.024 -13.717
C 9.796 18.148 -22.012
C 4.912 15.901 -11.805
C 2.043 16.581 -9.449
C -6.160 10.663 -8.558
C 8.086 27.059 -20.500
C 0.570 22.356 -9.923
C 3.460 15.421 -12.229
C 8.854 16.509 -17.039
C 8.228 15.271 -17.793
C 8.429 18.569 -15.892
C -6.026 20.767 -14.444
C -2.648 20.666 -17.361
C 2.078 19.742 -16.052
C -4.586 24.569 -19.547
C 3.629 14.369 -13.278
C -2.276 24.187 -18.852
C -7.435 18.857 -12.516
C -3.621 14.773 -10.775
C -0.179 24.429 -6.962
C 9.681 19.294 -23.024
C 9.557 27.480 -20.486
C 10.199 18.834 -24.310
C -4.090 23.769 -17.064
C 10.648 20.315 -22.552
C 2.632 20.598 -18.291
C 9.956 27.666 -21.996
C -3.697 23.646 -18.575
C 7.896 22.659 -14.883
C 4.979 29.317 -14.139
C -2.639 21.239 -18.818
C 7.298 17.726 -22.278
C 8.693 17.146 -22.314
C -1.321 21.950 -19.126
C -7.401 12.481 -9.620
C 8.391 25.345 -18.690
C 6.850 24.703 -15.015
C -4.847 15.372 -10.223
C 7.616 26.513 -19.163
C 9.656 28.814 -19.728
C -6.504 16.046 -13.897
C 1.135 20.048 -14.868
C 7.039 18.886 -23.224
C 4.748 17.161 -18.043
C 10.447 26.051 -17.309
C 2.464 14.326 -8.606
C -7.910 17.978 -13.685
C 7.071 26.167 -14.410
C 6.745 18.450 -24.625
C 5.838 16.359 -17.340
C 0.183 22.321 -12.245
C 5.014 16.603 -10.442
C -0.231 23.083 -8.832
C 4.427 15.723 -9.331
C 5.792 19.707 -22.728
C 8.135 16.393 -14.645
C 5.864 22.032 -19.046
C 2.938 15.377 -9.652
C -2.673 20.116 -19.827
C 6.863 15.728 -18.337
C -0.418 18.564 -13.805
C -7.488 21.051 -13.838
C 5.197 15.309 -16.522
C 0.192 24.551 -5.498
H 7.584 22.440 -13.862
H -5.953 14.773 -8.587
H 7.582 18.627 -25.300
H 8.835 29.511 -19.896
H -2.145 25.162 -18.382
H -5.507 15.735 -11.011
H -5.398 9.952 -8.878
H 3.164 17.123 -13.756
H 11.607 19.867 -22.292
H -0.478 21.809 -12.944
H 7.957 24.568 -19.320
H 1.188 21.901 -12.231
H 0.868 21.387 -9.521
H 7.904 25.194 -17.727
H -6.000 15.220 -13.395
H -1.726 20.098 -17.246
H -7.132 20.636 -11.947
H 11.281 18.730 -24.400
H 4.558 14.563 -13.814
H -0.045 25.375 -7.487
H 2.116 18.653 -16.086
H -5.845 21.309 -15.372
H 6.062 24.215 -14.441
H -0.482 21.336 -18.799
H 11.001 27.910 -22.184
H 6.099 30.706 -12.255
H 2.964 25.573 -4.154
H 6.395 21.909 -18.102
H 8.190 14.439 -17.089
H 1.662 13.576 -11.696
H 4.865 19.136 -22.785
H -3.368 19.468 -13.444
H 5.241 16.756 -12.396
H 4.494 16.384 -8.467
H 5.882 20.047 -21.696
H -0.061 23.639 -4.958
H 7.664 17.020 -13.887
H 3.731 13.480 -12.655
H 4.610 15.657 -15.672
H 4.294 17.420 -10.414
H -1.771 19.527 -19.662
H 7.332 21.342 -23.423
H -1.258 14.791 -11.595
H -3.501 19.456 -19.571
H -3.242 23.529 -16.423
H 7.294 22.276 -15.707
H -0.262 19.214 -12.944
H -6.243 13.459 -11.224
H 7.372 27.748 -20.950
H 9.820 17.871 -24.654
H 2.786 13.395 -9.071
H 5.648 17.144 -14.734
H 3.954 17.419 -17.341
H 4.285 21.075 -17.128
H 2.761 14.162 -13.904
H -1.373 23.213 -17.276
H -5.419 21.652 -19.676
H 2.097 21.151 -19.063
H 10.082 19.566 -25.110
H -7.396 18.180 -14.625
H -1.259 22.732 -8.742
H 4.421 16.579 -18.904
H -5.957 19.709 -14.698
H -6.834 15.607 -14.839
H 9.095 16.102 -14.219
H 5.173 31.994 -13.086
H 0.910 21.114 -14.828
H -6.397 18.681 -12.233
H -1.284 22.177 -20.191
H -2.738 20.471 -20.856
H -8.048 18.418 -11.729
H 1.378 14.284 -8.531
H 8.700 16.502 -21.435
H -4.349 24.792 -16.792
H 7.948 26.172 -21.118
H 9.491 18.593 -15.648
H -0.326 25.412 -5.075
H 8.310 19.222 -16.756
H -2.917 14.558 -9.972
H 6.349 14.860 -18.750
H 3.473 22.523 -17.974
H 10.101 27.077 -17.188
H -5.530 24.645 -19.008
H 10.945 20.893 -23.427
H -5.650 11.376 -7.911
H 1.912 16.761 -8.382
H 7.340 27.239 -18.398
H 10.198 20.919 -21.764
H 7.300 26.005 -13.357
H 2.316 17.499 -9.969
H 1.465 23.746 -7.834
H 9.550 28.647 -18.656
H 6.050 16.827 -10.191
H -1.990 14.424 -13.069
H 6.167 19.174 -25.199
H -7.455 14.498 -10.491
H -1.269 24.415 -6.981
H 2.616 17.493 -11.964
H -8.046 20.708 -14.709
H 6.398 24.802 -16.002
H -8.963 18.211 -13.846
H 0.218 17.695 -13.636
H 5.641 23.087 -19.203
H -1.449 18.243 -13.955
H -3.876 13.894 -11.367
H 9.738 26.718 -22.488
H -3.486 20.298 -15.014
H -7.660 12.736 -8.593
H -3.551 20.086 -17.169
H 5.062 26.394 -14.553
H 7.937 19.041 -15.041
H -2.906 21.021 -13.543
H 6.259 17.492 -24.813
H 8.984 16.559 -23.184
H 6.913 17.702 -21.259
H 3.085 20.066 -15.787
H 10.631 17.455 -22.111
H 7.471 15.531 -14.576
H 5.667 15.116 -11.777
H 5.725 29.881 -14.699
H 4.438 14.812 -17.127
H 9.281 17.279 -17.682
H 4.999 14.840 -9.046
H 5.430 20.573 -23.282
H 10.801 23.665 -17.817
H 6.690 16.874 -22.582
H 1.236 25.711 -3.564
H 0.182 23.394 -12.436
H 9.365 28.525 -22.312
H 1.789 16.655 -13.032
H -4.777 24.010 -20.463
H 8.846 14.870 -18.596
H 7.094 16.589 -18.965
H -5.063 23.334 -16.833
H 1.071 16.603 -9.943
H -7.601 22.129 -13.724
H -0.357 24.086 -9.239
H 10.636 29.290 -19.758
H 6.464 21.803 -19.927
H 6.583 26.164 -19.184
H -5.730 16.754 -14.194
H -2.015 24.355 -19.897
H 11.899 26.049 -20.509
H 9.840 23.552 -19.361
H 4.598 31.393 -11.597
H 1.475 22.911 -10.168
H 6.675 28.317 -13.290
H 4.241 28.962 -14.858
H 9.609 18.481 -20.991
H -1.383 16.021 -12.850
H -4.040 25.495 -19.730
H 2.959 19.668 -18.758
H 1.739 19.588 -14.086
H 5.803 14.548 -16.030
H 11.534 25.973 -17.290
H 8.003 26.434 -14.909
H -8.304 12.305 -10.204
H 5.254 18.031 -18.463
H 8.785 22.099 -15.176
H 11.493 23.975 -19.357
H 9.994 25.444 -16.524
H 0.762 20.340 -17.513
H -6.948 10.252 -7.926
H 9.731 16.061 -16.573
H -2.602 21.512 -16.676
H 2.830 14.478 -7.591
H 2.162 24.152 -3.525
H -4.456 16.097 -9.510
H 5.260 27.505 -12.874
H -0.225 23.712 -18.516